1.
The following is a DFT calculation (the ωB97M-V functional and the def2-TZVPD basis) of an isolated ion of composition C2H2NO3 and charge -1.

For the HOMO energy, the calculation gives -5.22 eV. Its LUMO energy is 4.232 eV. The value obtained for the relative energy (zero: lowest compared OMol25 entry of this formula, charge and spin) is 98.3 kJ/mol. As for the total charge: -1. Its SMILES is O=CNC(=O)[O-].

Geometry as XYZ:
```
8
Properties=species:S:1:pos:R:3:mulliken_charge:R:1
O -0.58 -2.52 -0.58 -0.61
C -0.05 -1.42 -0.39 0.08
N -0.48 -0.19 -0.29 -0.13
C 0.23 1.12 0.31 0.55
O 1.43 0.98 0.78 -0.68
O -0.48 2.13 0.10 -0.67
H 0.89 -1.44 0.17 0.24
H -1.52 -0.21 -0.11 0.21
```

---

2.
The following is a DFT calculation (the ωB97M-V functional and the def2-TZVPD basis) of C7H53Br2InNO21S as an isolated structure.

For the HOMO energy, the calculation gives -5.67 eV. Its LUMO energy is 1.780 eV. As for the total charge: -1.

Geometry as XYZ:
```
86
Properties=species:S:1:pos:R:3:mulliken_charge:R:1
C 2.13 -1.17 0.53 -0.72
C 1.11 -1.86 1.42 -0.13
C -0.13 -2.37 0.66 -1.02
Br -1.70 -1.31 1.30 -0.20
In -0.09 -2.10 -1.56 0.80
S 1.93 -2.93 -2.72 -0.40
N -1.75 -3.30 -2.29 -0.77
C -1.71 -3.47 -3.49 0.86
O -1.74 -3.65 -4.66 -0.63
C -0.56 0.02 -2.02 -0.46
Br 0.51 0.50 -3.62 -0.22
C -2.06 0.20 -2.23 -0.32
C -2.56 1.44 -1.46 -1.36
H 2.89 -0.73 1.18 0.44
H 2.66 -1.84 -0.14 0.04
H 1.67 -0.34 0.01 -0.03
H 0.80 -1.11 2.15 0.30
H 1.57 -2.66 2.00 0.30
H -0.33 -3.40 0.93 0.56
H 2.36 -3.94 -1.95 -0.07
H -0.20 0.61 -1.19 0.32
H -2.29 0.32 -3.29 0.55
H -2.59 -0.67 -1.86 0.32
H -2.95 1.15 -0.49 0.38
H -1.78 2.19 -1.37 0.29
H -3.39 1.89 -2.01 0.37
O -3.93 -5.67 -2.12 -0.66
H -3.26 -5.02 -2.38 0.34
H -4.29 -5.99 -2.96 0.30
O -4.15 -1.99 3.55 -0.62
H -4.31 -2.94 3.62 0.31
H -3.32 -1.94 3.06 0.24
O -1.38 -3.76 3.79 -0.65
H -1.02 -4.53 3.33 0.32
H -1.18 -3.02 3.21 0.34
O 3.23 -6.28 -1.66 -0.55
H 2.98 -7.21 -1.56 0.26
H 4.06 -6.29 -2.15 0.34
O 1.85 2.00 0.68 -0.43
H 2.40 2.76 0.47 0.27
H 1.17 2.34 1.28 0.22
O -0.96 1.11 3.53 -0.54
H -1.49 1.32 4.30 0.30
H -1.44 0.40 3.08 0.25
O -1.97 2.98 -4.25 -0.58
H -1.24 2.35 -4.13 0.20
H -1.66 3.80 -3.84 0.38
O 4.93 -4.83 -3.57 -0.69
H 4.15 -4.44 -3.14 0.28
H 4.56 -5.23 -4.36 0.31
O 4.64 2.19 0.24 -0.58
H 4.47 1.24 0.29 0.14
H 5.45 2.25 -0.28 0.37
O -1.15 4.91 -2.37 -0.61
H -0.61 5.69 -2.52 0.22
H -1.37 4.91 -1.43 0.36
O 7.11 0.98 1.27 -0.59
H 7.96 1.18 1.68 0.29
H 6.50 0.86 2.00 0.31
O 4.84 -3.34 -0.28 -0.57
H 4.55 -4.26 -0.21 0.30
H 5.65 -3.38 -0.79 0.29
O 0.82 2.88 -6.30 -0.62
H 0.94 1.97 -5.99 0.27
H -0.13 2.94 -6.45 0.31
O 2.95 3.81 -1.50 -0.59
H 3.88 3.62 -1.35 0.30
H 2.78 3.51 -2.40 0.29
O -2.49 4.47 -0.28 -0.62
H -3.16 4.93 0.22 0.24
H -2.97 4.10 -1.04 0.34
O -5.07 -2.08 6.83 -0.64
H -5.05 -1.72 5.93 0.33
H -5.06 -3.03 6.69 0.30
O -4.61 4.76 -2.42 -0.57
H -5.30 5.22 -1.93 0.27
H -5.06 4.37 -3.17 0.30
O 6.07 4.78 1.24 -0.67
H 5.59 4.95 2.06 0.30
H 5.57 4.06 0.83 0.39
O -6.16 0.02 8.89 -0.65
H -5.78 -0.74 8.42 0.36
H -6.00 0.76 8.31 0.30
O -1.82 3.57 4.84 -0.60
H -2.26 4.42 4.89 0.28
H -0.94 3.75 4.49 0.31
```

---

3.
The following is a DFT calculation (the ωB97M-V functional and the def2-TZVPD basis) of C41H41Ge2HfN2O2 as an isolated structure.

For the HOMO energy (alpha / beta), the calculation gives 0.23 / 0.17 eV. Its LUMO energy (alpha / beta) is 4.132 / 4.121 eV. As for the total charge: -2. Its multiplicity is 2.

Geometry as XYZ:
```
89
Properties=species:S:1:pos:R:3:lowdin_spin:R:1
Hf 0.76 -0.36 -0.18 0.01
O 1.68 -3.67 6.17 0.01
C 1.79 -2.26 5.78 0.04
C 1.85 -1.92 4.21 0.30
C 2.73 -0.88 3.72 0.06
C 2.50 -0.29 2.54 0.14
N 1.76 -0.81 1.55 0.20
C 0.97 -2.17 1.99 0.13
C 0.86 -2.50 3.27 0.01
C -1.16 -1.91 0.75 0.00
C -2.23 -2.60 1.31 0.00
C -3.60 -2.05 1.14 0.00
C -4.83 -2.91 1.20 0.00
O -5.19 -2.90 -0.12 0.00
C -3.70 -0.79 0.88 0.00
C -2.54 -0.13 0.47 0.00
N -1.47 -0.65 0.25 0.00
H 2.34 -4.05 5.56 0.01
H 2.70 -1.66 6.38 0.00
H 0.94 -1.62 6.03 0.01
H 3.52 -0.99 4.61 0.00
H 3.35 0.60 2.28 0.01
H 0.30 -3.43 3.52 0.00
H -1.86 -3.51 1.40 0.00
H -5.64 -2.42 1.60 0.00
H -4.22 -3.78 1.64 0.00
H -4.57 -3.06 -0.88 0.00
H -4.68 -0.29 0.71 0.00
H -2.73 0.89 0.11 0.00
C -1.83 2.36 -2.94 0.00
Ge -0.22 3.33 -2.20 0.00
C -0.87 5.25 -2.60 0.00
C 1.20 3.15 -3.41 0.00
Ge 0.44 2.59 -0.04 0.00
C -1.29 3.16 0.96 0.00
C -1.05 3.05 2.33 0.00
C -2.25 3.26 3.16 0.00
C -3.47 3.51 2.61 0.00
C -3.69 3.42 1.20 0.00
C -2.47 3.38 0.43 0.00
C 2.03 3.54 0.50 0.00
C 3.27 3.07 -0.25 0.00
C 4.49 3.54 0.03 0.00
C 4.64 4.63 1.19 0.00
C 3.46 4.98 1.64 0.00
C 2.25 4.67 1.41 0.00
H -2.55 3.24 -3.25 0.00
H -2.37 1.71 -2.22 0.00
H -1.71 1.82 -3.79 0.00
H -1.76 5.64 -2.13 0.00
H -0.96 5.24 -3.65 0.00
H -0.05 5.92 -2.31 0.00
H 2.07 3.12 -2.87 0.00
H 1.38 4.03 -4.33 0.00
H 1.19 2.09 -4.21 0.00
H 0.12 2.90 2.68 0.00
H -2.17 3.35 4.14 0.00
H -4.25 3.98 3.09 0.00
H -4.67 3.90 0.79 0.00
H -2.78 3.32 -0.75 0.00
H 3.21 2.33 -1.01 0.00
H 5.42 2.89 0.03 0.00
H 5.76 4.63 1.23 0.00
H 3.63 5.97 2.50 0.00
H 1.34 4.64 2.02 0.00
C 0.08 -2.51 0.81 0.01
C 0.44 -3.81 0.32 0.00
C 1.74 -4.19 0.41 0.01
C 2.32 -5.33 -0.25 0.00
C 1.38 -6.25 -0.96 0.00
C 0.09 -5.82 -0.97 0.00
C -0.50 -4.66 -0.45 0.00
H 2.44 -3.64 1.12 0.00
H 3.11 -5.90 -0.21 0.00
H 2.05 -7.27 -1.29 0.00
H -0.96 -6.39 -1.25 0.00
H -1.55 -4.59 -0.22 0.00
C 1.16 -0.52 -2.10 0.01
C 0.82 -1.06 -3.35 0.00
C 1.09 -2.37 -3.73 0.00
C 0.71 -2.90 -4.95 0.00
C 0.00 -2.09 -5.86 0.01
C -0.38 -0.83 -5.46 0.00
C 0.15 -0.28 -4.35 0.00
H 1.56 -3.08 -2.92 0.00
H 0.74 -4.01 -5.22 0.00
H -0.40 -2.45 -6.79 0.00
H -0.96 -0.21 -6.06 0.00
H -0.27 0.67 -4.17 0.00
```

---

4.
The following is a DFT calculation (the ωB97M-V functional and the def2-TZVPD basis) of one molecule with the formula C3H9N2.

For the HOMO energy (alpha / beta), the calculation gives -4.84 / -8.82 eV. Its LUMO energy (alpha / beta) is 1.270 / 1.193 eV. The value obtained for the relative energy (zero: lowest compared OMol25 entry of this formula, charge and spin) is 17.1 kJ/mol. As for the total charge: 0. Its multiplicity is 2.

Geometry as XYZ:
```
14
Properties=species:S:1:pos:R:3:lowdin_spin:R:1
C -0.22 -0.78 -1.91 0.01
C -0.80 -0.70 -0.51 0.02
N 1.07 1.29 1.97 0.16
C 0.20 1.03 0.93 0.53
N 0.14 -0.27 0.46 0.19
H 0.62 -0.10 -2.07 0.00
H 0.28 -1.74 -2.08 0.00
H -0.91 -0.64 -2.72 0.00
H -1.65 -0.01 -0.49 0.00
H -1.18 -1.66 -0.20 0.00
H 1.13 0.62 2.74 0.03
H 1.06 2.16 2.44 0.00
H -0.50 1.73 0.56 0.05
H 0.74 -0.96 0.86 0.01
```

---

5.
The following is a DFT calculation (the ωB97M-V functional and the def2-TZVPD basis) of a 12-piece molecular cluster, C39H90O15 overall.

For the HOMO energy (alpha / beta), the calculation gives -11.11 / -11.11 eV. Its LUMO energy (alpha / beta) is -2.502 / -8.534 eV. As for the total charge: +1. Its multiplicity is 2.

Geometry as XYZ:
```
144
Properties=species:S:1:pos:R:3:lowdin_spin:R:1
C -4.16 -0.03 -0.98 0.01
C -5.29 -0.69 -0.32 0.02
C -4.86 -2.12 -0.14 0.10
O -4.06 -2.32 -1.26 0.59
C -3.47 -1.16 -1.76 0.09
H -3.49 0.41 -0.24 0.00
H -4.43 0.80 -1.62 0.00
H -6.17 -0.82 -0.96 0.00
H -5.68 -0.22 0.59 0.00
H -5.62 -2.89 -0.05 0.01
H -4.15 -2.22 0.69 0.06
H -3.80 -1.10 -2.79 0.05
H -2.38 -1.07 -1.72 0.04
C 5.58 -4.28 -1.26 0.00
C 4.96 -4.71 -2.57 0.00
C 3.64 -5.23 -2.01 0.00
O 3.96 -5.80 -0.78 0.00
C 5.24 -5.37 -0.31 0.00
H 5.18 -3.34 -0.89 0.00
H 6.65 -4.07 -1.31 0.00
H 5.56 -5.45 -3.09 0.00
H 4.75 -3.88 -3.24 0.00
H 3.27 -5.98 -2.70 0.00
H 2.94 -4.41 -1.86 0.00
H 6.02 -6.14 -0.32 0.00
H 5.08 -5.03 0.71 0.00
C 2.15 -4.25 2.03 0.00
C 1.82 -4.32 3.52 0.00
C 0.72 -5.43 3.65 0.00
O 0.89 -6.15 2.42 0.00
C 1.91 -5.68 1.60 0.00
H 3.18 -3.96 1.80 0.00
H 1.43 -3.60 1.53 0.00
H 1.45 -3.40 3.97 0.00
H 2.69 -4.62 4.10 0.00
H -0.26 -4.95 3.71 0.00
H 0.88 -6.06 4.52 0.00
H 1.60 -5.80 0.56 0.00
H 2.76 -6.33 1.82 0.00
C 1.69 6.25 -0.87 0.00
C 2.23 6.30 0.52 0.00
C 1.32 7.27 1.31 0.00
O 0.33 7.55 0.40 0.00
C 0.76 7.43 -0.97 0.00
H 1.09 5.34 -0.98 0.00
H 2.47 6.23 -1.63 0.00
H 3.26 6.64 0.48 0.00
H 2.23 5.29 0.91 0.00
H 1.78 8.22 1.57 0.00
H 0.89 6.82 2.21 0.00
H 1.20 8.39 -1.21 0.00
H -0.11 7.25 -1.60 0.00
C -2.74 -1.87 4.85 0.00
C -1.81 -1.23 5.79 0.00
C -0.67 -0.79 4.85 0.00
O -1.18 -0.80 3.56 0.00
C -2.60 -1.04 3.54 0.00
H -3.75 -1.97 5.25 0.00
H -2.33 -2.87 4.75 0.00
H -1.49 -1.92 6.57 0.00
H -2.26 -0.35 6.24 0.00
H 0.14 -1.52 4.89 0.00
H -0.19 0.17 5.03 0.00
H -2.95 -1.59 2.66 0.00
H -3.17 -0.11 3.61 0.00
C -1.46 -3.03 -5.60 0.00
C -1.06 -1.65 -6.18 0.00
C -0.33 -0.93 -5.03 0.00
O -0.92 -1.53 -3.94 0.00
C -1.43 -2.80 -4.12 0.00
H -0.72 -3.81 -5.77 0.00
H -2.41 -3.41 -5.99 0.00
H -1.94 -1.15 -6.57 0.00
H -0.34 -1.96 -6.95 0.00
H -0.43 0.15 -5.04 0.00
H 0.73 -1.20 -5.03 0.00
H -2.38 -2.84 -3.58 0.00
H -0.73 -3.50 -3.67 0.00
C -1.55 -3.78 1.57 0.00
O -2.65 -4.19 2.26 0.01
H -1.86 -3.26 0.66 0.00
H -0.91 -3.17 2.21 0.00
H -0.93 -4.66 1.44 0.00
H -2.86 -5.12 2.10 0.00
C 2.65 0.12 3.77 0.00
O 3.01 -0.45 5.02 0.00
H 1.99 -0.55 3.21 0.00
H 2.02 1.01 3.75 0.00
H 3.50 0.22 3.09 0.00
H 3.24 0.31 5.55 0.00
C 4.16 0.06 -0.13 0.00
O 3.48 0.43 -1.33 0.00
H 3.66 0.58 0.69 0.00
H 4.21 -0.99 0.17 0.00
H 5.17 0.47 -0.14 0.00
H 2.55 0.32 -1.13 0.00
C -1.82 3.07 3.62 0.00
O -1.96 3.19 2.23 0.00
C -1.72 4.50 1.77 0.00
C -2.36 4.75 0.38 0.00
O -3.77 4.83 0.49 0.00
C -4.30 5.07 -0.82 0.00
H -0.93 3.54 4.04 0.00
H -1.88 2.00 3.82 0.00
H -2.66 3.52 4.16 0.00
H -0.65 4.68 1.62 0.00
H -2.20 5.25 2.40 0.00
H -2.04 3.94 -0.27 0.00
H -1.92 5.66 -0.03 0.00
H -3.92 4.28 -1.46 0.00
H -3.98 6.02 -1.26 0.00
H -5.38 4.98 -0.78 0.00
C 1.59 2.65 0.81 0.00
O 1.29 1.39 0.26 0.00
C 0.06 0.80 0.72 0.00
C 0.22 -0.73 0.41 0.00
O 0.64 -0.88 -0.91 0.00
C 0.86 -2.23 -1.22 0.00
H 1.76 2.60 1.89 0.00
H 0.72 3.25 0.57 0.00
H 2.43 3.10 0.28 0.00
H -0.80 1.21 0.18 0.00
H -0.10 0.92 1.79 0.00
H -0.75 -1.21 0.53 0.00
H 0.95 -1.16 1.10 0.00
H -0.08 -2.78 -1.31 0.00
H 1.54 -2.63 -0.48 0.00
H 1.41 -2.34 -2.16 0.00
C -1.14 4.97 -3.93 0.00
O -1.89 4.24 -2.91 0.00
C -1.91 2.82 -3.10 0.00
C -0.58 2.18 -2.72 0.00
O 0.34 2.38 -3.80 0.00
C 1.62 1.75 -3.62 0.00
H -0.09 4.71 -4.04 0.00
H -1.13 6.01 -3.62 0.00
H -1.62 4.95 -4.91 0.00
H -2.13 2.65 -4.16 0.00
H -2.72 2.39 -2.51 0.00
H -0.69 1.13 -2.48 0.00
H -0.22 2.67 -1.81 0.00
H 1.56 0.66 -3.67 0.00
H 2.08 2.04 -2.68 0.00
H 2.22 2.10 -4.46 0.00
```

---

6.
The following is a DFT calculation (the ωB97M-V functional and the def2-TZVPD basis) of C23H19BrMnN6O2S as an isolated structure.

For the HOMO energy (alpha / beta), the calculation gives -11.01 / -11.01 eV. Its LUMO energy (alpha / beta) is -4.469 / -3.512 eV. The value obtained for the relative energy (zero: lowest compared OMol25 entry of this formula, charge and spin) is 11.1 kJ/mol. As for the total charge: +1. Its multiplicity is 5.

Geometry as XYZ:
```
53
Properties=species:S:1:pos:R:3:lowdin_spin:R:1
Mn -0.67 0.11 0.28 3.94
N 0.59 -3.51 2.36 0.00
C 0.48 -2.50 1.48 0.00
S -1.16 -2.01 1.08 -0.11
N 1.56 -1.99 0.97 0.00
N 1.29 -0.99 0.09 0.04
C 2.22 -0.66 -0.70 0.02
C 1.96 0.39 -1.69 0.00
C 2.94 0.77 -2.60 0.00
C 2.64 1.73 -3.55 0.00
C 1.37 2.29 -3.55 0.00
C 0.46 1.86 -2.59 0.00
N 0.73 0.93 -1.68 0.04
H -0.22 -3.91 2.79 0.00
H 1.51 -3.87 2.58 0.00
H 3.19 -1.16 -0.67 0.00
H 3.92 0.31 -2.56 0.00
H 3.38 2.05 -4.27 0.00
H 1.08 3.04 -4.27 0.00
H -0.53 2.29 -2.57 0.00
N -2.32 -0.21 -1.03 0.00
C -2.87 1.04 -1.53 0.00
C -3.84 1.10 -2.49 0.00
C -4.36 2.36 -2.89 0.00
C -3.91 3.51 -2.30 0.00
C -2.90 3.47 -1.31 0.00
C -2.37 4.61 -0.68 0.00
C -1.37 4.48 0.24 0.00
C -0.88 3.19 0.53 0.01
N -1.35 2.11 -0.04 0.00
C -2.37 2.22 -0.94 0.00
H -2.14 -0.87 -1.78 0.00
H -3.00 -0.65 -0.41 0.00
H -4.22 0.20 -2.94 0.00
H -5.12 2.39 -3.65 0.00
H -4.32 4.47 -2.59 0.00
H -2.76 5.59 -0.93 0.00
H -0.94 5.33 0.75 0.00
H -0.08 3.04 1.25 0.00
Br 2.17 1.38 6.80 0.00
C 0.42 1.32 6.08 0.00
C -0.67 1.52 6.91 0.00
C -1.95 1.47 6.38 0.00
C -2.13 1.23 5.03 0.00
C -1.03 1.03 4.20 0.00
C 0.26 1.07 4.73 0.00
C -1.25 0.77 2.75 0.01
O -2.37 0.67 2.26 0.03
O -0.16 0.65 2.03 0.00
H -0.52 1.70 7.97 0.00
H -2.80 1.62 7.02 0.00
H -3.12 1.19 4.60 0.00
H 1.11 0.91 4.09 0.00
```

---

7.
The following is a DFT calculation (the ωB97M-V functional and the def2-TZVPD basis) of C7H22AgN3O4 as an isolated structure.

For the HOMO energy, the calculation gives -7.63 eV. Its LUMO energy is 0.813 eV. As for the total charge: 0.

Geometry as XYZ:
```
37
Properties=species:S:1:pos:R:3:mulliken_charge:R:1
Ag 0.15 0.53 0.72 0.53
O 1.76 2.10 1.19 -1.00
H 2.40 2.77 1.44 0.12
C 0.38 0.75 -3.65 -1.00
C 1.23 -0.23 -2.86 -0.33
O 1.29 0.12 -1.48 -0.30
H 0.86 1.73 -3.65 0.28
H -0.58 0.91 -3.16 0.22
H 0.23 0.45 -4.68 0.39
H 2.24 -0.23 -3.28 0.28
H 0.84 -1.24 -2.93 0.30
H 1.86 0.90 -1.41 0.23
C -1.11 3.19 -0.45 0.60
O -1.23 1.96 -0.52 -0.60
N -2.06 4.03 -1.00 -0.45
N -0.03 3.79 0.11 -0.29
H -1.79 4.96 -1.25 0.17
H -2.89 3.62 -1.38 0.23
H 0.75 3.17 0.53 0.29
H -0.10 4.78 0.27 0.17
C 1.25 -3.77 1.44 -1.57
C 0.59 -2.43 1.12 0.76
C -0.73 -2.32 1.82 -0.86
O -1.50 -1.28 1.18 -0.16
C -2.75 -1.10 1.81 -0.85
N 1.47 -1.28 1.43 -0.49
H 2.25 -3.77 1.02 0.44
H 0.70 -4.61 1.01 0.40
H 1.29 -3.94 2.52 0.34
H 0.38 -2.42 0.05 0.06
H -0.62 -2.06 2.88 0.35
H -1.31 -3.25 1.71 0.39
H -3.31 -2.04 1.88 0.32
H -3.33 -0.40 1.21 0.24
H -2.62 -0.63 2.79 0.32
H 1.65 -1.18 2.43 0.24
H 2.40 -1.56 1.11 0.22
```